A 7-piece molecular cluster, C19H49N6O9 overall at a distorted geometry, computed with ωB97M-V with the def2-TZVPD basis set.

Summary:
E, hartree: -1756.97055
HOMO-LUMO gap, hartree: 0.2871
Max |F|, eV Å⁻¹: 5.26
Energy above the lowest of the compared OMol25 structures with the same formula, charge and spin, eV: 4.4272
HOMO level, eV: -19.93

```
! wB97M-V def2-TZVPD RIJCOSX def2/J DEFGRID3
* xyz 5 1
C 19.240 15.396 9.512
C 19.370 16.864 9.557
O 19.749 17.500 10.543
N 19.226 17.727 8.252
H 20.114 17.586 7.793
H 18.618 17.285 7.577
C 18.731 19.093 8.465
H 18.429 15.002 10.125
H 20.173 14.872 9.721
H 18.964 15.007 8.532
H 19.585 19.721 8.716
H 17.956 19.006 9.227
H 18.289 19.306 7.491
C 13.693 11.161 10.446
C 14.142 11.066 11.880
O 15.087 11.690 12.213
N 13.476 9.884 12.642
H 13.170 9.133 12.040
H 14.128 9.487 13.303
C 12.198 10.410 13.314
H 13.837 12.173 10.068
H 12.686 10.804 10.229
H 14.238 10.438 9.839
H 11.502 10.535 12.485
H 12.166 11.360 13.846
H 11.894 9.564 13.931
C 22.550 12.010 7.789
C 22.654 10.760 8.668
O 23.745 10.263 8.878
N 21.350 10.295 9.395
H 21.712 10.197 10.333
H 20.628 10.996 9.309
C 20.752 9.031 8.752
H 22.359 12.826 8.486
H 21.733 11.951 7.070
H 23.572 12.180 7.452
H 20.720 9.263 7.688
H 19.762 8.812 9.152
H 21.438 8.230 9.030
C 16.420 6.394 9.029
C 17.029 7.459 9.934
O 17.187 8.625 9.618
N 17.827 6.882 11.177
H 17.533 5.943 11.404
H 18.698 6.639 10.728
C 17.695 7.988 12.323
H 16.176 5.450 9.516
H 17.082 6.128 8.205
H 15.543 6.873 8.592
H 18.144 7.506 13.191
H 16.643 8.147 12.561
H 18.122 8.931 11.980
C 19.612 13.679 5.550
C 19.038 13.575 4.179
O 17.883 13.790 4.060
N 19.966 13.616 2.968
H 20.782 14.209 2.918
H 20.189 12.649 2.784
C 19.160 14.224 1.819
H 20.556 13.165 5.729
H 18.896 13.296 6.277
H 19.924 14.711 5.712
H 19.909 14.055 1.044
H 18.829 15.249 1.981
H 18.321 13.587 1.537
C 19.944 14.700 14.748
C 19.937 13.857 13.500
O 20.029 14.272 12.348
N 19.653 12.366 13.702
H 20.279 11.653 13.355
H 19.616 12.159 14.690
C 18.241 12.058 13.168
H 19.061 14.691 15.386
H 20.409 15.657 14.514
H 20.787 14.208 15.233
H 18.028 12.754 12.358
H 17.576 12.095 14.031
H 18.247 11.060 12.728
O 17.717 11.348 10.077
C 18.002 12.000 8.997
O 17.047 12.468 8.458
O 19.208 12.159 8.706
H 16.813 11.548 9.823
*
```

Mulliken population analysis, charges in e, atoms 1 to 4: -0.33 0.23 -0.43 -0.13